# C24H18F5O2Pb

A structure of composition C24H18F5O2Pb in a non-equilibrium geometry (ωB97M-V/def2-TZVPD, OMol25).

ORCA input file:
```
! RIJCOSX wB97M-V def2-TZVPD def2/J DEFGRID3
* xyz -1 1
C 0.993 -0.309 2.798
C 2.000 -0.722 1.831
C 2.220 0.384 0.902
H 2.491 -1.728 1.687
C 1.305 1.481 1.319
C 0.533 1.018 2.479
H -0.271 1.578 3.048
H 0.512 -0.893 3.626
H 2.899 0.357 -0.003
H 1.193 2.463 0.791
C -1.274 -2.280 -0.557
C -1.145 -2.650 0.834
C -1.863 -1.717 1.673
H -0.510 -3.512 1.135
C -2.536 -0.773 0.815
C -2.187 -1.115 -0.583
H -2.442 -0.518 -1.502
H -0.754 -2.783 -1.423
H -1.895 -1.716 2.800
H -3.169 0.100 1.158
Pb -0.053 -0.192 0.150
O 0.153 1.954 -2.524
C 1.440 1.934 -3.179
C 0.635 3.239 -3.063
H 2.315 1.869 -2.488
H 1.503 1.474 -4.203
H 0.992 3.992 -2.328
H 0.876 5.759 -4.016
C 0.193 5.168 -4.648
C -0.042 3.809 -4.274
C -0.902 3.000 -5.059
H -1.110 1.954 -4.762
C -1.531 3.555 -6.188
H -2.214 2.934 -6.784
C -1.295 4.896 -6.559
H -1.781 5.326 -7.445
C -0.430 5.699 -5.786
H -0.231 6.745 -6.052
F 0.290 -5.547 6.981
C 0.366 -4.838 5.844
C -0.749 -4.725 5.047
F -1.900 -5.319 5.378
C -0.698 -4.022 3.894
F -1.789 -3.978 3.141
C 0.535 -3.440 3.537
O 0.664 -2.870 2.418
C 1.657 -3.514 4.364
F 2.793 -2.921 3.988
C 1.567 -4.243 5.504
F 2.644 -4.361 6.284
*
```

Values from the calculation:
E_HOMO = -0.135 Ha
molar mass = 640.60 g/mol
LUMO = 2.1696 eV
HOMO-LUMO gap = 5.84 eV
energy relative to the best compared isomer or geometry (same formula, charge and spin) = 222.9 kJ/mol

=====

# C4H10N2

The molecule C4H10N2 in a non-equilibrium geometry (ωB97M-V/def2-TZVPD, OMol25).

ORCA input file:
```
! RIJCOSX wB97M-V def2-TZVPD def2/J DEFGRID3
* xyz 0 1
C 2.349 -0.599 0.083
C 1.024 -0.791 -0.041
N 0.111 0.242 -0.030
C 0.444 1.559 -0.505
N -1.336 -0.273 -0.587
C -2.006 -0.792 0.602
H 2.942 -1.466 0.412
H 2.663 0.352 0.066
H 0.516 -1.704 0.127
H -0.436 1.983 -0.949
H 0.709 2.165 0.399
H 1.214 1.633 -1.154
H -1.904 0.646 -0.893
H -2.062 -0.117 1.364
H -2.886 -1.180 0.238
H -1.341 -1.657 0.867
*
```

Values from the calculation:
SMILES string = C=CN(C)NC
E_HOMO = -0.286 Ha
molar mass = 86.14 g/mol
LUMO = 0.9860 eV
HOMO-LUMO gap = 8.77 eV
energy relative to the best compared isomer or geometry (same formula, charge and spin) = 362.0 kJ/mol

=====

# C5H6N

The ion C5H6N with charge +1 in a non-equilibrium geometry (ωB97M-V/def2-TZVPD, OMol25).

ORCA input file:
```
! RIJCOSX wB97M-V def2-TZVPD def2/J DEFGRID3
* xyz 1 1
C -0.578 0.531 -2.336
C -0.851 -0.997 -0.666
C -0.376 1.441 -1.406
C 0.274 0.892 -0.315
C 0.400 -0.754 1.485
N -0.128 -0.377 0.146
H -0.325 2.416 -1.661
H 1.188 1.283 0.222
H -0.249 -0.316 2.289
H 0.310 -1.752 1.618
H 1.340 -0.392 1.485
H -1.006 -1.974 -0.861
*
```

Values from the calculation:
E_HOMO = -0.533 Ha
molar mass = 80.11 g/mol
LUMO = -6.7052 eV
HOMO-LUMO gap = 7.80 eV
energy relative to the best compared isomer or geometry (same formula, charge and spin) = 762.3 kJ/mol